[1]
The following is a DFT calculation (the ωB97M-V functional and the def2-TZVPD basis) of a 7-piece molecular cluster, C29H55N5O14 overall at a distorted geometry.

Results
Frontier orbital gap (eV): 8.04
LUMO energy (eV): -1.34
Energy (Eh): -2464.91667
SMILES: O=C1C=C(O)C(=O)C=C1O.O=C1C=C(O)C(=O)C=C1O.C[N+](=O)[O-].COC[C@H](C)N.COC[C@H](C)N.COC[C@H](C)N.COC[C@H](C)N

Positions of all 103 atoms, in Å:
O: 1.987 2.440 -3.636
C: 3.024 2.829 -3.164
C: 4.330 2.467 -3.720
C: 5.483 2.841 -3.151
O: 6.684 2.534 -3.639
C: 5.486 3.824 -2.015
O: 6.544 4.246 -1.591
C: 4.202 4.152 -1.394
C: 3.061 3.756 -1.962
O: 1.860 4.118 -1.513
H: 4.400 1.850 -4.609
H: 7.360 2.875 -3.029
H: 4.289 4.864 -0.584
H: 1.154 3.634 -1.979
O: 1.476 -1.348 -0.206
C: 0.566 -0.610 -0.473
C: 0.737 0.767 -0.935
C: -0.290 1.623 -0.897
O: -0.220 2.824 -1.446
C: -1.602 1.285 -0.212
O: -2.396 2.144 0.086
C: -1.870 -0.151 -0.070
C: -0.865 -1.022 -0.237
O: -1.117 -2.326 -0.188
H: 1.551 1.057 -1.594
H: -1.046 3.336 -1.236
H: -2.857 -0.477 0.222
H: -0.291 -2.887 -0.173
C: -3.171 -2.895 -2.402
N: -2.987 -3.907 -3.483
O: -3.073 -3.510 -4.624
O: -2.710 -5.048 -3.162
H: -3.318 -3.357 -1.435
H: -4.027 -2.312 -2.723
H: -2.237 -2.344 -2.374
C: -0.891 5.719 0.214
O: -1.687 4.806 -0.497
C: -2.243 5.333 -1.713
C: -3.342 4.388 -2.131
C: -3.633 4.488 -3.620
N: -4.557 4.557 -1.284
H: -1.428 6.220 1.018
H: -0.354 6.419 -0.439
H: -0.047 5.172 0.659
H: -2.708 6.299 -1.480
H: -1.453 5.424 -2.460
H: -2.978 3.374 -1.896
H: -2.718 4.223 -4.158
H: -3.989 5.479 -3.884
H: -4.321 3.693 -3.913
H: -4.213 4.671 -0.332
H: -5.009 3.648 -1.279
C: 5.616 -0.421 -1.378
O: 6.187 -0.136 -0.108
C: 5.407 -0.632 0.950
C: 4.171 0.195 1.279
C: 4.505 1.684 1.206
N: 3.694 -0.228 2.604
H: 5.781 -1.474 -1.637
H: 6.146 0.161 -2.133
H: 4.554 -0.166 -1.382
H: 5.174 -1.701 0.826
H: 6.068 -0.650 1.827
H: 3.374 0.058 0.546
H: 5.410 1.979 1.748
H: 3.693 2.264 1.663
H: 4.594 2.076 0.192
H: 2.776 0.185 2.755
H: 4.246 0.248 3.318
C: -3.858 -2.755 2.040
O: -3.770 -2.610 3.433
C: -2.775 -1.752 3.882
C: -3.190 -0.333 4.199
C: -4.099 0.279 3.184
N: -1.990 0.503 4.310
H: -4.531 -3.588 1.837
H: -2.938 -3.053 1.504
H: -4.160 -1.838 1.525
H: -2.195 -2.178 4.710
H: -1.971 -1.655 3.126
H: -3.686 -0.288 5.180
H: -5.118 -0.108 3.143
H: -3.687 0.213 2.176
H: -4.247 1.338 3.426
H: -2.281 1.458 4.471
H: -1.394 0.203 5.070
C: -2.737 -6.136 2.847
O: -2.090 -6.019 1.621
C: -0.724 -5.723 1.768
C: -0.149 -5.390 0.394
C: 0.591 -6.577 -0.223
N: 0.760 -4.211 0.533
H: -2.527 -5.278 3.498
H: -2.535 -7.072 3.391
H: -3.821 -6.173 2.720
H: -0.626 -4.815 2.385
H: -0.197 -6.554 2.253
H: -1.011 -5.222 -0.258
H: 1.443 -6.951 0.360
H: 0.980 -6.329 -1.210
H: -0.078 -7.443 -0.215
H: 1.545 -4.365 -0.090
H: 1.127 -4.208 1.477

Löwdin population analysis, charges in e, atoms 1 to 4: atom 1 (O): 0.12, atom 2 (C): -0.32, atom 3 (C): 0.07, atom 4 (C): -0.25

=====

[2]
The following is a DFT calculation (the ωB97M-V functional and the def2-TZVPD basis) of a single CH2F2N2O molecule at a distorted geometry.

Results
Frontier orbital gap (eV): 10.69
ΔE to the lowest compared entry with this formula, charge and spin (kcal/mol): 48.1
LUMO energy (eV): 0.56
Energy (Eh): -423.64390
SMILES: NC(=O)N(F)F

Positions of all 8 atoms, in Å:
N: 1.316 0.023 0.049
C: 0.138 0.646 -0.038
O: -0.259 1.722 -0.319
N: -1.068 -0.543 0.503
F: -2.293 0.101 0.431
F: -1.086 -1.414 -0.639
H: 1.267 -0.709 0.702
H: 1.986 0.174 -0.689

natural (NBO) population analysis, charges in e, atoms 1 to 4: atom 1 (N): -0.84, atom 2 (C): 0.78, atom 3 (O): -0.50, atom 4 (N): 0.20

=====

[3]
The following is a DFT calculation (the ωB97M-V functional and the def2-TZVPD basis) of a 2-piece molecular cluster, C3H6N4O overall at a distorted geometry.

Results
Frontier orbital gap (spin up / spin down) (eV): 8.87 / 8.87
ΔE to the lowest compared entry with this formula, charge and spin (kcal/mol): 141.4
LUMO energy (spin up / spin down) (eV): -0.15 / -0.15
Energy (Eh): -411.98358
SMILES: C/N=N/N=O.CC#N

Positions of all 14 atoms, in Å:
C: -1.725 -2.029 0.085
N: -2.402 -0.793 -0.223
N: -1.811 0.269 -0.176
N: -1.638 1.325 0.305
O: -1.147 2.396 0.030
H: -0.667 -2.002 -0.190
H: -1.795 -2.235 1.157
H: -2.234 -2.818 -0.464
C: 2.362 1.442 -0.169
C: 2.020 0.070 0.060
N: 1.707 -1.013 0.257
H: 3.307 1.505 -0.707
H: 1.574 1.920 -0.751
H: 2.449 1.963 0.785

natural (NBO) population analysis, charges in e, atoms 1 to 4: atom 1 (C): -0.46, atom 2 (N): -0.19, atom 3 (N): 0.15, atom 4 (N): 0.28

=====

[4]
The following is a DFT calculation (the ωB97M-V functional and the def2-TZVPD basis) of an isolated ion of composition C8H20N3 and charge +1 at a distorted geometry.

Results
Frontier orbital gap (eV): 9.85
Total charge: +1
ΔE to the lowest compared entry with this formula, charge and spin (kcal/mol): 107.5
LUMO energy (eV): -2.99
Energy (Eh): -480.70557
SMILES: C=[NH+]N(CNC)C(C)(C)CC

Positions of all 31 atoms, in Å:
C: -1.733 -2.002 0.022
N: -0.805 -1.317 -0.499
N: -0.252 -0.182 -0.272
C: 1.187 -0.165 -1.205
N: 1.345 -1.314 -1.907
C: 2.158 -2.472 -1.425
C: -0.440 0.724 0.929
C: -1.951 0.852 1.286
C: 0.291 -0.040 2.009
C: 0.190 2.131 0.657
C: -0.561 2.926 -0.445
H: -1.836 -3.017 -0.410
H: -2.427 -1.658 0.738
H: -0.361 -1.690 -1.329
H: 1.139 0.651 -1.851
H: 1.980 -0.007 -0.332
H: 1.230 -1.194 -2.894
H: 2.523 -2.915 -2.352
H: 2.903 -2.193 -0.624
H: 1.368 -3.231 -0.847
H: -2.526 1.226 0.391
H: -2.255 -0.185 1.562
H: -2.167 1.623 2.155
H: 1.465 -0.144 1.727
H: 0.243 0.639 2.928
H: 0.061 -1.073 2.180
H: 1.287 2.111 0.246
H: 0.320 2.649 1.632
H: -1.665 2.742 -0.326
H: -0.361 4.000 -0.294
H: -0.349 2.523 -1.452

natural (NBO) population analysis, charges in e, atoms 1 to 4: atom 1 (C): -0.15, atom 2 (N): -0.20, atom 3 (N): -0.23, atom 4 (C): -0.02

=====

[5]
The following is a DFT calculation (the ωB97M-V functional and the def2-TZVPD basis) of C9H26N3O6S2 as an isolated structure at a distorted geometry.

Results
Frontier orbital gap (eV): 7.54
Total charge: -1
LUMO energy (eV): 2.39
Energy (Eh): -1770.59895

Positions of all 46 atoms, in Å:
C: -1.420 -2.465 0.684
C: -0.933 -1.539 -0.459
C: -1.415 -0.050 -0.304
N: -2.752 0.084 0.291
S: -3.872 0.987 -0.602
O: -4.378 2.037 0.349
O: -3.328 1.650 -1.810
N: -5.235 0.075 -1.079
S: -5.025 -1.549 -0.744
N: -5.111 -1.798 0.936
O: -6.220 -2.263 -1.294
O: -3.798 -2.124 -1.361
H: -0.907 -3.443 0.582
H: -1.237 -1.991 1.664
H: -2.499 -2.690 0.603
H: -1.189 -1.919 -1.466
H: 0.177 -1.546 -0.424
H: -1.263 0.422 -1.281
H: -0.685 0.414 0.393
H: -2.649 0.576 1.171
H: -4.463 -1.206 1.440
H: -5.020 -2.776 1.175
C: 3.794 -0.312 0.851
C: 2.984 -0.928 1.983
C: 3.889 -1.475 3.077
O: 2.164 -1.973 1.470
H: 4.440 -1.062 0.385
H: 3.131 0.068 0.071
H: 4.417 0.509 1.211
H: 2.313 -0.177 2.403
H: 4.538 -2.263 2.685
H: 3.294 -1.920 3.877
H: 4.515 -0.688 3.504
H: 2.739 -2.646 1.093
C: 0.961 3.830 -1.439
C: 1.600 2.451 -1.371
C: 2.977 2.446 -2.019
O: 0.760 1.504 -2.020
H: 0.825 4.142 -2.478
H: -0.028 3.815 -0.978
H: 1.574 4.576 -0.928
H: 1.685 2.138 -0.328
H: 2.907 2.714 -3.077
H: 3.420 1.449 -1.970
H: 3.650 3.151 -1.525
H: 0.672 1.764 -2.942

natural (NBO) population analysis, charges in e, atoms 1 to 4: atom 1 (C): -0.62, atom 2 (C): -0.40, atom 3 (C): -0.23, atom 4 (N): -0.88